Computed, not measured: 2 unconnected molecules or ions with the total composition H4O2, with the ωB97M-V functional and the def2-TZVPD basis.

CARTESIAN COORDINATES (ANGSTROEM)
O  1.905  -0.007  -0.004
H  1.296  -0.758  0.055
H  1.361  0.782  0.138
O  -1.768  -0.112  -0.023
H  -2.528  0.328  0.375
H  -1.230  0.595  -0.352

Results
- SMILES: O.O
- Max |F|: 0.83 eV/A
- Frontier orbital gap: 12.2 eV
- Electronic energy: -152.8677 hartree
- HOMO level: -11.58 eV

Taken from the Mulliken analysis, the atomic charges in e are: atom 1 (O): -0.64, atom 2 (H): 0.34, atom 3 (H): 0.30, atom 4 (O): -0.62, atom 5 (H): 0.32, atom 6 (H): 0.31



Computed, not measured: a molecular structure, H4O2P3 in a non-equilibrium geometry, with the ωB97M-V functional and the def2-TZVPD basis.

CARTESIAN COORDINATES (ANGSTROEM)
O  0.953  0.341  0.798
O  -0.140  1.418  -1.116
P  -1.172  0.544  -0.270
P  1.029  -2.675  0.205
P  1.389  -0.649  -0.306
H  -0.892  0.856  0.955
H  -2.334  1.694  -0.204
H  1.042  0.731  -1.206
H  0.125  -2.261  1.145

Results
- Max |F|: 4.39 eV/A
- Frontier orbital gap (alpha / beta): 7.3 / 7.3 eV
- Net charge: -1
- Electronic energy: -1176.8583 hartree
- HOMO level (alpha / beta): -3.77 / -3.77 eV

Taken from the Mulliken analysis, the atomic charges in e are: atom 1 (O): -0.54, atom 2 (O): -0.56, atom 3 (P): -0.02, atom 4 (P): -0.20, atom 5 (P): -0.06, atom 6 (H): 0.00, atom 7 (H): -0.01, atom 8 (H): 0.42, atom 9 (H): -0.02



Computed, not measured: a molecular structure, H4O2Rb, with the ωB97M-V functional and the def2-TZVPD basis.

CARTESIAN COORDINATES (ANGSTROEM)
Rb  0.097  1.971  1.262
O  -1.625  -0.179  0.480
H  -1.854  -1.116  0.443
H  -1.829  0.160  -0.401
O  1.672  0.021  -0.353
H  1.535  -0.918  -0.172
H  2.003  0.061  -1.260

Results
- Max |F|: 0.29 eV/A
- Frontier orbital gap: 12.0 eV
- Net charge: +1
- Electronic energy: -176.7802 hartree
- HOMO level: -15.82 eV

Taken from the Mulliken analysis, the atomic charges in e are: atom 1 (Rb): 0.95, atom 2 (O): -0.61, atom 3 (H): 0.30, atom 4 (H): 0.33, atom 5 (O): -0.59, atom 6 (H): 0.31, atom 7 (H): 0.31



Computed, not measured: a single H4OP2S molecule in a non-equilibrium geometry, with the ωB97M-V functional and the def2-TZVPD basis.

CARTESIAN COORDINATES (ANGSTROEM)
O  0.921  1.384  -1.293
S  -0.310  0.537  -0.801
P  -0.365  0.855  1.371
P  0.346  -1.548  -0.825
H  0.775  1.667  1.641
H  -1.145  1.997  1.291
H  0.287  -1.935  -2.340
H  1.795  -1.405  -0.861

Results
- SMILES: O=S(P)#[PH2]
- Max |F|: 4.09 eV/A
- Frontier orbital gap: 9.1 eV
- Electronic energy: -1158.4321 hartree
- HOMO level: -8.96 eV

Taken from the Mulliken analysis, the atomic charges in e are: atom 1 (O): -0.55, atom 2 (S): 0.28, atom 3 (P): -0.06, atom 4 (P): -0.12, atom 5 (H): 0.13, atom 6 (H): 0.08, atom 7 (H): 0.11, atom 8 (H): 0.14



Computed, not measured: 2 unconnected molecules or ions with the total composition H4OS2 in a non-equilibrium geometry, with the ωB97M-V functional and the def2-TZVPD basis.

CARTESIAN COORDINATES (ANGSTROEM)
S  1.261  -2.042  0.705
S  2.202  -0.189  0.886
H  1.328  -2.517  1.885
H  1.618  0.472  1.835
O  -5.747  3.831  -2.852
H  -6.268  4.165  -3.640
H  -6.104  2.934  -2.731

Results
- SMILES: SS.O
- Max |F|: 2.38 eV/A
- Frontier orbital gap: 9.3 eV
- Electronic energy: -873.9830 hartree
- HOMO level: -9.09 eV

Taken from the Mulliken analysis, the atomic charges in e are: atom 1 (S): -0.14, atom 2 (S): -0.16, atom 3 (H): 0.15, atom 4 (H): 0.15, atom 5 (O): -0.65, atom 6 (H): 0.33, atom 7 (H): 0.32



Computed, not measured: 2 unconnected molecules or ions with the total composition H4OSSi in a non-equilibrium geometry, with the ωB97M-V functional and the def2-TZVPD basis.

CARTESIAN COORDINATES (ANGSTROEM)
O  1.480  0.126  0.559
Si  0.061  -0.585  0.367
S  -0.527  -0.314  -1.732
H  1.163  1.096  0.477
H  0.190  -2.034  0.806
H  -1.098  -0.091  0.978
H  -1.271  1.802  -1.455

Results
- Max |F|: 3.51 eV/A
- Frontier orbital gap (alpha / beta): 7.6 / 7.6 eV
- Electronic energy: -765.2327 hartree
- HOMO level (alpha / beta): -9.73 / -9.74 eV

Taken from the Mulliken analysis, the atomic charges in e are: atom 1 (O): -0.36, atom 2 (Si): 0.52, atom 3 (S): -0.30, atom 4 (H): 0.32, atom 5 (H): -0.13, atom 6 (H): -0.12, atom 7 (H): 0.07



Computed, not measured: a single H4P2 molecule in a non-equilibrium geometry, with the ωB97M-V functional and the def2-TZVPD basis.

CARTESIAN COORDINATES (ANGSTROEM)
P  0.986  -1.006  1.110
P  -0.273  -0.008  -0.349
H  0.557  -0.302  2.212
H  0.388  -0.096  -1.555
H  -0.074  1.359  -0.196
H  -1.583  0.053  -1.222

Results
- SMILES: P=[PH3]
- Max |F|: 2.24 eV/A
- Frontier orbital gap: 7.5 eV
- Electronic energy: -684.9924 hartree
- HOMO level: -7.66 eV

Taken from the Mulliken analysis, the atomic charges in e are: atom 1 (P): -0.13, atom 2 (P): -0.15, atom 3 (H): -0.03, atom 4 (H): 0.08, atom 5 (H): 0.10, atom 6 (H): 0.12



Computed, not measured: 2 unconnected molecules or ions with the total composition H4S2, with the ωB97M-V functional and the def2-TZVPD basis.

CARTESIAN COORDINATES (ANGSTROEM)
S  1.081  0.375  -2.767
H  1.136  1.295  -1.787
H  -0.070  0.881  -3.248
S  -0.915  -1.429  2.486
H  -0.070  -0.894  3.387
H  -1.162  -0.229  1.929

Results
- SMILES: S.S
- Max |F|: 0.27 eV/A
- Frontier orbital gap: 10.5 eV
- Electronic energy: -798.7474 hartree
- HOMO level: -9.78 eV

Taken from the Mulliken analysis, the atomic charges in e are: atom 1 (S): -0.29, atom 2 (H): 0.14, atom 3 (H): 0.14, atom 4 (S): -0.29, atom 5 (H): 0.14, atom 6 (H): 0.14



Computed, not measured: 2 unconnected molecules or ions with the total composition H4S2, with the ωB97M-V functional and the def2-TZVPD basis.

CARTESIAN COORDINATES (ANGSTROEM)
S  -2.007  -0.072  -0.061
H  -1.818  1.252  -0.042
H  -3.008  -0.017  0.827
S  1.954  0.025  0.004
H  3.117  0.691  0.071
H  2.557  -1.179  0.045

Results
- SMILES: S.S
- Max |F|: 0.23 eV/A
- Frontier orbital gap: 10.5 eV
- Electronic energy: -798.7481 hartree
- HOMO level: -9.65 eV

Taken from the Mulliken analysis, the atomic charges in e are: atom 1 (S): -0.29, atom 2 (H): 0.14, atom 3 (H): 0.13, atom 4 (S): -0.28, atom 5 (H): 0.15, atom 6 (H): 0.14



Computed, not measured: 2 unconnected molecules or ions with the total composition H4S2 in a non-equilibrium geometry, with the ωB97M-V functional and the def2-TZVPD basis.

CARTESIAN COORDINATES (ANGSTROEM)
S  1.505  0.082  -0.039
H  0.916  -1.100  -0.269
H  2.334  -0.429  0.882
S  -1.488  -0.068  -0.055
H  -2.410  0.090  0.906
H  -1.111  1.218  -0.006

Results
- SMILES: S.S
- Max |F|: 1.08 eV/A
- Frontier orbital gap: 9.8 eV
- Electronic energy: -798.7354 hartree
- HOMO level: -8.88 eV

Taken from the Mulliken analysis, the atomic charges in e are: atom 1 (S): -0.31, atom 2 (H): 0.17, atom 3 (H): 0.14, atom 4 (S): -0.32, atom 5 (H): 0.14, atom 6 (H): 0.18



Look up the electronic energy of the ninth one. -798.7481 hartree



Which of these has the lowest max |F|? number 9



What did the first record say?
Computed, not measured: 2 unconnected molecules or ions with the total composition H4O2, with the ωB97M-V functional and the def2-TZVPD basis.

CARTESIAN COORDINATES (ANGSTROEM)
O  1.905  -0.007  -0.004
H  1.296  -0.758  0.055
H  1.361  0.782  0.138
O  -1.768  -0.112  -0.023
H  -2.528  0.328  0.375
H  -1.230  0.595  -0.352

Results
- SMILES: O.O
- Max |F|: 0.83 eV/A
- Frontier orbital gap: 12.2 eV
- Electronic energy: -152.8677 hartree
- HOMO level: -11.58 eV

Taken from the Mulliken analysis, the atomic charges in e are: atom 1 (O): -0.64, atom 2 (H): 0.34, atom 3 (H): 0.30, atom 4 (O): -0.62, atom 5 (H): 0.32, atom 6 (H): 0.31



Which formula does entry 10 have? H4S2